1.
17
Properties=species:S:1:pos:R:3:forces:R:3 method="wB97M-V/def2-TZVPD" orbital_gap_ev="7.27 / 8.42" relative_energy_ev=0.2051 e_lumo_ev="0.784 / -1.686" e_tot_ev=-33436.03044 multiplicity=3 s2=2.0154
C -2.190225 -1.026947 0.431820 0.653 1.898 0.521
C -1.087491 -1.358948 -0.169551 -2.238 -1.520 -0.473
C 1.054688 -0.239956 1.611014 -1.507 -0.736 -1.548
C 0.443967 0.323008 0.343806 4.190 -1.173 2.088
C 1.799724 -0.151456 0.307677 -0.144 -0.827 -0.617
C -0.169388 1.604202 -1.411869 -1.624 0.131 -3.045
O -0.145094 1.394413 -0.036254 -1.038 1.743 0.638
Cl 3.249557 0.814471 0.111932 -0.106 0.313 0.077
Cl 2.107911 -1.805450 -0.451883 -0.049 0.312 -0.052
H -3.119779 -1.533667 0.380898 -0.742 -0.800 -0.272
H -2.251831 -0.068066 0.954066 0.085 -0.245 0.338
H -1.010453 -2.136848 -0.888903 0.814 -0.750 -0.495
H 1.318664 0.421370 2.391951 0.311 0.491 0.930
H 0.753496 -1.301160 1.848254 0.185 1.203 0.093
H 0.576541 2.321894 -1.841646 0.124 -1.029 0.842
H -1.132860 2.167434 -1.625285 0.859 -1.002 0.246
H -0.197427 0.575701 -1.956032 0.227 1.990 0.729

2.
17
Properties=species:S:1:pos:R:3:forces:R:3 method="wB97M-V/def2-TZVPD" orbital_gap_ev="7.55 / 7.77" relative_energy_ev=7.7723 e_lumo_ev="-1.214 / -0.648" e_tot_ev=-39267.56520
C -2.048483 0.911936 -0.048998 -0.613 -0.472 -0.716
C -3.117336 0.099856 -0.144898 2.941 -1.284 0.063
C -1.169630 -1.160604 0.211074 -0.033 -0.092 -0.573
C -0.877888 0.122649 0.011469 0.905 -1.439 0.767
C -2.654239 -1.359923 0.035628 0.214 2.138 0.773
C 3.345546 -0.061862 -0.233753 1.426 1.142 -1.175
Si 2.266268 1.585474 0.309477 -0.187 -3.600 0.187
Cl 5.156403 0.120226 0.239856 -1.140 0.284 0.042
Cl 3.374553 -0.155441 -2.088336 -0.363 0.358 0.886
H -1.846658 1.923496 0.044910 -0.904 2.088 -0.037
H -4.103189 0.251370 0.003884 -3.075 1.191 -0.102
H -0.516114 -1.896613 0.561420 0.921 -1.187 0.028
H -3.114978 -1.551987 1.009020 0.157 -0.462 0.239
H -3.034748 -2.102662 -0.650758 0.193 -0.121 -0.357
H 3.234344 -1.107355 -0.035911 -0.883 -0.156 0.806
H 2.671120 2.039523 1.627591 0.207 0.300 0.276
H 2.435024 2.341917 -0.851676 0.233 1.312 -1.106

3.
18
Properties=species:S:1:pos:R:3:forces:R:3 method="wB97M-V/def2-TZVPD" orbital_gap_ev=8.94 relative_energy_ev=0.0000 e_lumo_ev=-3.690 e_tot_ev=-25120.73632 charge=+1
C -1.517347 -0.647750 1.934640 0.660 2.701 0.200
C -0.465467 0.103295 1.482481 -0.779 -1.381 -0.531
C -0.262858 -2.173942 0.874097 -0.662 0.185 -1.011
C -1.420471 -2.041870 1.563925 2.170 0.359 -0.367
C 0.364418 -0.824936 0.628007 1.777 0.928 -0.127
C 0.581014 -0.380342 -0.913302 0.270 -0.531 1.846
N -0.221700 0.887362 -1.271641 -1.357 -3.064 -2.586
O 1.833804 0.034004 -1.250563 0.818 -0.652 -0.274
F 0.225786 -1.441796 -1.623583 -0.621 -0.052 -1.500
Cl -2.420586 -3.232264 2.194159 -0.447 -0.403 -0.033
H -2.295831 -0.202411 2.520347 -0.373 -0.193 0.395
H -0.143107 1.122175 1.678428 -0.528 -0.082 0.273
H 0.124729 -3.034146 0.377229 0.040 -0.625 0.085
H 1.457055 -0.771564 0.896798 -0.985 -0.401 0.494
H -1.206360 0.570603 -1.524255 1.323 0.542 0.013
H 0.262794 1.346819 -2.091728 -0.680 0.004 1.425
H -0.340173 1.296459 -0.385197 0.098 1.941 1.283
H 2.433640 -0.721470 -1.479183 -0.723 0.725 0.413

4.
17
Properties=species:S:1:pos:R:3:forces:R:3 method="wB97M-V/def2-TZVPD" orbital_gap_ev=10.30 relative_energy_ev=3.5592 e_lumo_ev=-3.708 e_tot_ev=-21841.56430 charge=+1
C 0.416793 -2.039964 0.121253 -0.231 -0.286 1.495
C 0.781246 -1.112805 0.777422 1.805 -1.127 -0.585
C -1.786150 -0.430837 0.133766 1.877 1.306 -0.110
C -0.828078 -2.645713 -0.290085 -1.095 -2.375 -1.358
C -0.330919 0.775611 0.483471 -3.211 -0.387 0.426
C 0.146983 1.179078 -0.896855 -0.847 -0.932 -1.654
N -1.831179 -1.598111 -0.281483 -0.643 1.033 0.170
N 0.817707 0.144619 1.326165 0.423 1.233 -1.328
Cl -3.108143 0.726038 0.166930 0.360 -1.022 -0.119
H -0.666203 -3.164507 -1.293752 -0.839 1.073 0.918
H -1.318093 -3.502684 0.323462 1.487 1.439 -0.514
H -0.909431 1.526577 1.143351 1.366 -0.997 -1.221
H -0.708992 1.278337 -1.642712 0.506 0.489 1.507
H 0.589344 0.289973 -1.471218 0.384 1.351 1.306
H 0.702512 2.130222 -0.889846 0.129 -0.624 -0.216
H 0.552259 -0.005402 2.270930 -0.429 0.551 1.523
H 1.735991 0.677857 1.311599 -1.043 -0.725 -0.240

5.
19
Properties=species:S:1:pos:R:3:forces:R:3 method="wB97M-V/def2-TZVPD" orbital_gap_ev="7.63 / 6.90" relative_energy_ev=0.0000 e_lumo_ev="-3.927 / -9.028" e_tot_ev=-25934.76041 multiplicity=3 charge=+1 s2=2.0075
C -2.127430 1.469293 -0.737198 1.214 0.144 -0.561
C 1.165735 -0.738097 -0.646527 -1.501 1.794 -0.966
C -0.936847 -0.735184 0.806911 -2.488 1.924 -9.565
C 1.692226 -1.671364 0.292954 2.443 -1.203 1.569
C 0.468797 1.317705 0.675546 0.213 0.837 0.237
C -0.941699 0.686049 -1.181217 -2.809 -1.542 -1.551
N -3.096976 1.986273 -0.421470 -0.239 0.241 0.171
N -0.209901 0.198351 -0.059316 2.276 -2.100 1.704
O 1.407229 -0.388253 -1.719883 0.788 -0.237 -1.039
O -0.546285 -0.934663 1.905759 2.395 -1.452 8.983
Cl -2.420395 -1.295472 0.237449 -0.750 -0.711 0.756
H 2.891633 -1.665131 0.122407 -3.004 -0.681 0.233
H 1.522275 -1.368256 1.332609 0.231 0.212 -0.253
H 1.108846 -2.634333 0.263234 1.113 0.564 -0.489
H -0.315366 1.593678 1.327529 -0.444 0.834 1.317
H 1.373558 0.989856 1.284531 -1.146 0.419 -1.133
H 0.599738 2.224515 0.006986 0.418 -1.454 0.608
H -0.152253 1.177735 -1.728578 -0.596 0.469 -0.912
H -1.482893 -0.212705 -1.761723 1.887 1.941 0.893

6.
19
Properties=species:S:1:pos:R:3:forces:R:3 method="wB97M-V/def2-TZVPD" orbital_gap_ev="7.22 / 5.32" e_lumo_ev="-2.916 / -6.743" e_tot_ev=-34725.87226 multiplicity=3 charge=+1 s2=2.0403
C 0.158458 -2.138888 -0.438031 -0.570 -0.103 -2.747
C 1.290685 -2.735299 0.084960 0.231 1.749 1.818
C -0.273134 -0.922463 0.112892 -0.932 0.319 1.668
C 1.870426 -1.902907 1.119652 -1.166 -0.839 -0.428
C -0.744152 2.278017 -0.493711 -1.661 1.699 -1.277
C -1.589552 -0.405756 0.035244 0.738 1.456 1.611
N 0.263756 2.890195 0.031769 2.293 -1.562 2.583
N -1.697485 2.858726 -1.246516 -0.684 -1.830 -1.242
O 2.873060 -2.008029 2.020432 -0.381 -0.846 -0.740
S 0.849207 -0.486955 1.408983 0.016 -0.087 -0.439
Cl -2.603099 -0.888118 -1.225031 -0.489 -0.090 -0.439
H -0.364472 -2.455881 -1.390960 0.642 -0.182 1.546
H 1.464778 -3.754532 -0.174931 0.965 -0.375 -0.036
H -2.060206 0.302114 0.818889 1.043 -1.346 -1.433
H 0.894941 2.425486 0.806558 -1.869 0.801 -2.231
H 0.623943 3.795938 -0.223901 -0.297 0.432 -0.346
H -2.397203 2.235549 -1.801013 1.853 1.193 1.622
H -1.739278 3.845442 -1.597588 0.526 -1.060 0.860
H 3.179326 -2.932638 2.152303 -0.257 0.672 -0.350

7.
21
Properties=species:S:1:pos:R:3:forces:R:3 method="wB97M-V/def2-TZVPD" orbital_gap_ev="9.68 / 7.58" relative_energy_ev=0.6949 e_lumo_ev="-0.076 / -1.949" e_tot_ev=-63273.66086 multiplicity=2 s2=0.7546
O 0.608185 -1.171841 -2.166056 0.863 -0.218 0.734
C -1.494473 -0.919522 0.677144 -0.084 -0.415 0.445
C -0.608615 -0.706099 -2.609689 -0.466 0.572 -0.294
O -2.049895 -1.557996 1.533946 0.508 0.540 -0.393
O -1.970402 -0.810496 -0.540945 -0.434 -0.025 -0.669
C -1.426433 0.053132 -1.572884 0.029 0.174 0.293
H -1.241770 -1.532110 -2.992034 0.361 0.097 0.232
H -0.502906 0.010225 -3.452564 0.040 -0.169 0.184
H -2.308161 0.506871 -2.040968 0.210 -0.146 0.072
H -0.840296 0.861028 -1.110539 0.005 -0.165 -0.116
H 2.474054 2.836106 0.862972 -0.143 -0.122 -0.253
O 0.886312 -0.997774 0.816315 -0.490 0.207 0.445
O 1.861734 1.404537 -0.505717 0.680 -0.004 -0.228
C 1.585359 2.262098 0.530889 -0.409 0.132 0.282
C 1.068384 1.576129 1.787374 0.212 0.024 0.208
O -0.177150 0.874682 1.492913 -0.054 0.415 -0.196
C -0.117484 -0.300188 0.952560 0.003 -1.098 0.787
H 0.817563 2.997282 0.213456 0.259 -0.098 0.112
H 0.788599 2.309286 2.550552 0.069 -0.184 -0.144
H 1.791238 0.860420 2.196067 -0.190 0.107 -0.123
Cu 1.741561 -0.381735 -0.920577 -0.971 0.376 -1.378

8.
20
Properties=species:S:1:pos:R:3:forces:R:3 method="wB97M-V/def2-TZVPD" orbital_gap_ev="6.02 / 10.09" e_lumo_ev="-2.727 / -3.181" e_tot_ev=-35908.26395 multiplicity=9 charge=+1 s2=20.0074
Eu 1.511873 3.478677 -0.287539 -0.605 -0.561 0.239
O -0.367930 2.126081 0.685023 1.483 -1.437 -1.005
O -2.173270 0.902993 0.520174 0.332 -0.630 -0.822
C -2.912683 0.263379 1.570143 -0.090 -0.492 -0.077
C -1.811459 -0.401203 2.401783 -0.230 -0.370 0.054
O -0.618808 0.249437 1.946796 0.726 0.271 -0.738
C -0.885187 1.005234 0.873132 -1.795 2.971 2.704
H -3.458403 1.033907 2.126993 0.131 -0.132 -0.204
H -3.606633 -0.449437 1.114645 0.118 0.200 0.197
H -1.720545 -1.477756 2.219035 -0.018 0.249 0.069
H -1.907513 -0.196719 3.472993 0.059 -0.146 -0.275
O 1.405434 0.585724 -1.423456 0.054 0.640 -0.346
C 2.278329 -0.117188 -2.365919 0.147 0.021 -0.311
C 2.164557 -1.551770 -1.867297 0.582 -0.147 -0.218
O 1.350937 -1.407055 -0.659452 -0.241 -0.681 -0.473
C 0.847400 -0.233992 -0.566905 -0.472 0.480 0.948
H 1.857867 0.103450 -3.350350 0.163 -0.385 0.110
H 3.290990 0.290134 -2.310973 -0.222 -0.021 0.156
H 3.120436 -1.979756 -1.551950 -0.260 0.043 -0.195
H 1.634611 -2.224133 -2.546874 0.139 0.127 0.187